1.
The ion C4H8NO2 with charge +1 at a distorted geometry. Source: OMol25; level of theory: wB97M-V/def2-TZVPD.

Results
Strongest force on any atom ... 4.22 eV/A
Charge ... +1
Spin multiplicity ... 1
M ... 102.1 g mol⁻¹
Frontier orbital gap (alpha / beta) ... 0.240 / 0.309 Ha
E_HOMO (alpha / beta) ... -12.60 / -13.09 eV

Each line ends with the Löwdin charge.
Element x y z (Å)
C 0.118 -1.276 0.614  0.05
H 0.953 -1.208 -0.041  0.07
N -1.928 -0.102 0.908  0.22
H 2.581 1.850 -1.651  0.12
H -1.022 2.706 -0.916  0.17
H -2.626 0.597 0.609  0.16
C -0.440 0.932 -0.493  -0.25
H 0.416 -1.498 1.572  0.08
O 0.675 1.404 -1.134  0.07
C 1.926 1.076 -1.310  0.16
H -2.171 -0.687 1.618  0.11
C -0.696 -0.044 0.459  -0.24
H 2.167 0.133 -1.131  0.05
H -0.610 -2.008 0.210  0.13
O -1.425 1.806 -0.782  0.10

***

2.
A structure of composition C25H26AuN4S. Source: OMol25; level of theory: wB97M-V/def2-TZVPD.

Results
Strongest force on any atom ... 0.30 eV/A
Charge ... +1
Spin multiplicity ... 1
M ... 611.5 g mol⁻¹
Frontier orbital gap ... 0.261 Ha
E_HOMO ... -10.12 eV

Each line ends with the Löwdin charge.
Element x y z (Å)
H 1.619 3.916 0.294  0.09
S -2.906 2.152 -3.146  1.08
H 4.844 0.341 3.593  0.11
C -0.348 -1.148 -4.911  -0.04
N -1.798 -0.855 0.882  -0.30
C 2.242 1.391 0.984  -0.19
H -4.048 3.786 -1.760  0.08
H 2.532 2.526 -1.463  0.10
H -2.646 -3.311 1.632  0.11
C -3.301 3.009 -1.731  -0.40
C 4.370 1.733 2.037  -0.07
C -1.735 1.196 -2.314  -0.53
C 0.341 -1.667 1.879  -0.22
H 0.890 2.139 -2.035  0.09
H 2.114 -2.573 2.691  0.09
H 1.034 -4.671 3.293  0.11
C 2.003 0.230 1.743  -0.22
N -0.157 -0.589 -2.208  0.05
C -2.695 -0.224 1.894  -0.04
C 0.495 -1.894 -4.100  -0.05
C 1.694 1.836 -1.368  -0.04
C -1.662 1.543 -0.986  -0.37
C 0.554 -1.573 -2.756  -0.13
H -1.982 -1.895 -0.943  0.09
C -0.883 -4.121 2.521  -0.07
C 2.962 -0.113 2.703  -0.01
H 5.283 2.300 2.140  0.11
H 0.412 3.255 1.414  0.11
Au -0.412 0.563 0.282  1.38
N 0.843 -0.454 1.448  -0.08
H -1.752 0.469 -4.970  0.10
H -3.142 -0.567 -0.709  0.09
H -2.673 3.025 0.325  0.10
N 1.189 1.858 0.033  -0.30
H 2.016 0.828 -1.611  0.09
C -2.628 -1.393 -0.228  -0.04
C -1.608 -3.129 1.876  -0.03
H -3.250 0.583 1.420  0.08
H -3.387 -0.979 2.269  0.10
C -1.091 -0.124 -4.353  -0.02
C 0.449 -3.895 2.817  -0.07
H -1.354 -5.062 2.768  0.11
C -2.568 2.590 -0.660  -0.22
C 1.061 -2.692 2.499  -0.01
H 1.091 -2.704 -4.495  0.11
C -1.005 -1.931 1.552  -0.19
H 1.196 -2.126 -2.079  0.12
C 4.122 0.631 2.841  -0.07
C 3.412 2.114 1.111  -0.03
C 0.768 3.241 0.387  -0.05
H 2.792 -0.945 3.366  0.09
H -2.094 0.155 2.717  0.10
H -0.427 -1.362 -5.969  0.12
H 3.584 2.992 0.501  0.11
C -0.974 0.133 -2.988  -0.31
H -0.020 3.554 -0.293  0.08
H -3.365 -2.090 0.166  0.09

***

Which formula does entry 2 have?
C25H26AuN4S